Entry 1:
Below is C8H12N2S in the gas phase, with properties calculated with ωB97M-V with the def2-TZVPD basis set.

Each line ends with the Mulliken charge.
Geometry (Å):
C (-2.5491, 1.8701, 0.2567)  -0.492
C (-1.5112, 1.1292, 0.6997)  -0.367
C (-2.9212, -0.0869, -0.4540)  -0.177
C (-1.0019, -1.2596, 0.3371)  0.456
C (1.1029, 0.5925, -1.1526)  -1.653
C (2.8827, -0.4272, 0.3086)  -1.464
C (0.5371, -0.9275, 0.8014)  -1.164
C (1.4679, -0.6208, -0.3269)  1.044
N (-3.4038, 1.0951, -0.5025)  -0.646
N (-1.7266, -0.1230, 0.1957)  0.077
S (-1.5463, -2.7194, -0.0686)  -0.201
H (-2.5552, 2.9114, 0.4827)  0.379
H (-0.7529, 1.3833, 1.3011)  0.541
H (-3.2372, -0.9033, -1.0523)  0.305
H (1.9062, 0.8939, -1.7164)  0.527
H (0.2399, 0.5283, -1.7559)  0.353
H (1.1023, 1.4594, -0.5116)  0.367
H (2.7804, 0.4115, 0.9827)  0.352
H (3.0174, -1.2895, 0.9358)  0.359
H (3.4546, -0.3361, -0.5635)  0.482
H (0.4743, -0.1226, 1.5060)  0.275
H (0.8229, -1.8855, 1.3577)  0.431
H (1.4168, -1.5734, -1.0609)  0.215

Force components x, y, z for each atom (eV/Å):
0.239 -0.248 -0.104
-2.306 -0.806 -1.756
0.848 -0.084 -0.597
4.339 2.877 1.852
-0.043 -0.017 1.988
-3.122 -0.757 -0.045
-2.671 -3.312 -0.006
0.183 -2.086 -1.386
-1.105 2.267 0.404
-1.002 -0.359 0.105
-0.701 -2.651 -0.674
-0.906 0.571 -0.312
2.576 0.757 1.870
-0.389 -0.698 -0.230
2.044 0.064 -2.073
-1.084 -0.098 -0.465
-0.885 0.436 0.631
0.560 0.623 -0.175
0.884 -0.485 -0.027
1.905 0.345 -0.466
0.015 0.323 0.518
0.090 1.418 -0.640
0.530 1.919 1.589

Multiplicity: 3
ΔE to the lowest compared entry with this formula, charge and spin (kcal/mol): 0.0
E_LUMO (alpha / beta) (eV): 0.72 / -2.89
⟨S²⟩: 2.008
Kohn-Sham gap (alpha / beta) (hartree): 0.2625 / 0.2233
Highest occupied orbital energy (alpha / beta) (eV): -6.42 / -8.97



Entry 2:
Below is C14H12FO13PS2 as an isolated structure, with properties calculated with ωB97M-V with the def2-TZVPD basis set.

Each line ends with the Mulliken charge.
Geometry (Å):
O (-1.3476, -0.2653, 3.3298)  -0.709
P (-2.0669, -0.2415, 2.0602)  0.684
O (-1.7977, -1.5089, 1.1421)  -0.445
O (-3.6262, -0.1066, 2.2156)  -0.442
C (-1.4785, 1.2138, 1.0634)  0.790
S (-2.6242, 1.8343, -0.2677)  1.295
O (-3.3833, 2.9154, 0.2544)  -0.635
O (-1.8592, 2.0042, -1.4491)  -0.552
F (-3.6219, 0.6598, -0.4998)  -0.115
C (-1.0172, 2.3267, 1.9700)  -0.937
O (-0.1413, 3.0870, 1.1065)  -0.363
S (0.8141, 2.0106, 0.4165)  1.160
O (1.1219, 2.4774, -0.8773)  -0.541
O (1.8173, 1.5411, 1.3002)  -0.532
O (-0.3129, 0.7951, 0.3766)  -0.373
H (-0.8417, -1.6422, 1.1252)  0.334
H (-4.1375, -0.8193, 1.8100)  0.332
H (-0.3794, 1.8373, 2.7078)  0.562
H (-1.7798, 2.8913, 2.4834)  0.436
C (4.9114, 2.0447, 0.8452)  -0.286
C (5.0697, 2.7732, -0.2574)  -0.266
C (6.4037, 2.9454, -0.8846)  0.307
O (6.5505, 3.6104, -1.8871)  -0.540
C (7.5579, 2.2712, -0.2361)  -0.386
C (7.4020, 1.5419, 0.8648)  -0.381
C (6.0659, 1.3708, 1.4913)  0.323
O (5.9259, 0.7035, 2.4936)  -0.552
H (3.9425, 1.9099, 1.3129)  0.591
H (4.2420, 3.2704, -0.7486)  0.436
H (8.5207, 2.4101, -0.7113)  0.404
H (8.2284, 1.0420, 1.3541)  0.410
C (-4.8427, -2.7572, -2.1652)  -0.286
C (-4.0378, -3.0891, -3.1703)  -0.380
C (-3.1415, -4.2706, -3.0749)  0.368
O (-2.4049, -4.5761, -3.9853)  -0.538
C (-3.1827, -5.0635, -1.8181)  -0.356
C (-3.9899, -4.7283, -0.8154)  -0.374
C (-4.8838, -3.5484, -0.9146)  0.418
O (-5.6165, -3.2319, 0.0004)  -0.592
H (-5.5082, -1.9039, -2.2051)  0.451
H (-3.9941, -2.5265, -4.0940)  0.423
H (-2.5213, -5.9192, -1.7718)  0.424
H (-4.0352, -5.2889, 0.1096)  0.434

Force components x, y, z for each atom (eV/Å):
0.180 0.364 -0.143
0.302 -0.416 1.079
-0.518 0.479 -0.224
0.139 -0.183 -0.531
-0.836 -0.854 -0.672
0.486 1.606 -0.062
-0.173 -0.344 0.310
-0.233 -0.494 0.075
0.101 -0.423 0.033
0.770 -0.378 0.331
-0.116 -0.209 0.077
-0.254 0.054 -0.272
0.031 -0.164 0.010
-0.106 0.098 0.173
0.305 0.534 0.130
0.198 -0.349 -0.135
-0.222 0.017 -0.075
-0.193 0.043 0.295
-0.106 0.528 -0.434
-0.031 0.046 0.014
-0.012 -0.022 0.024
-0.009 0.005 -0.008
0.006 0.011 -0.014
0.013 -0.025 0.028
0.012 0.019 -0.034
-0.015 0.000 0.011
0.010 -0.009 0.011
0.218 -0.027 -0.022
0.013 0.000 -0.021
-0.013 0.020 -0.024
-0.021 -0.013 0.024
-0.037 0.058 -0.105
-0.009 0.000 0.040
-0.007 -0.003 -0.009
0.018 -0.009 -0.015
-0.016 0.011 0.038
0.007 -0.030 -0.029
0.033 0.006 0.085
0.068 0.045 0.073
0.001 0.003 -0.002
0.029 -0.015 -0.009
0.014 0.006 -0.031
-0.026 0.013 0.009

Multiplicity: 1
ΔE to the lowest compared entry with this formula, charge and spin (kcal/mol): 0.0
E_LUMO (eV): -1.87
Kohn-Sham gap (hartree): 0.3009
Highest occupied orbital energy (eV): -10.06



Entry 3:
Below is C21H16FNO3 as an isolated structure, with properties calculated with ωB97M-V with the def2-TZVPD basis set.

Each line ends with the Mulliken charge.
Geometry (Å):
O (2.2370, 1.3419, -1.8880)  -0.645
C (1.5549, 0.4237, -2.4031)  0.627
C (1.9871, -1.0786, -2.1673)  0.267
C (1.6545, -2.0474, -3.1665)  0.007
C (1.9774, -3.2825, -3.0731)  -0.772
C (3.0010, -3.5333, -1.9000)  0.529
C (3.4840, -2.4476, -1.0348)  -1.047
C (2.8135, -1.3968, -1.2795)  0.462
H (3.1348, -0.5806, -0.6435)  0.363
H (3.9150, -2.7802, -0.1162)  0.382
F (3.4555, -5.0432, -1.5321)  -0.360
H (1.8870, -4.3421, -3.6682)  0.277
H (0.9624, -1.7817, -4.1717)  0.109
C (0.4799, 0.5404, -3.3568)  -1.604
O (-0.1871, 1.8341, -3.4032)  -0.364
C (-0.5217, 2.3334, -2.1755)  0.752
C (-0.7985, 1.6362, -1.0702)  0.463
C (-1.3192, 2.0304, 0.0959)  0.119
C (-1.9736, 3.1727, 0.2545)  -0.772
C (-1.6361, 4.0570, -0.9330)  -0.607
C (-1.1947, 3.5235, -2.1972)  -1.015
H (-0.8250, 4.1435, -2.9822)  0.378
H (-2.0627, 4.9908, -0.8856)  0.497
H (-2.1733, 3.6515, 1.0835)  0.704
N (-1.6237, 0.8405, 1.2022)  -0.258
C (-2.0584, 1.3126, 2.5212)  0.346
O (-2.5752, 2.5014, 2.7210)  -0.663
C (-1.8947, -0.0050, 3.4617)  0.755
C (-1.5979, 0.4402, 4.6879)  -0.529
C (-1.5817, -0.5841, 5.6551)  -0.657
C (-1.6967, -2.0803, 5.2165)  -0.346
C (-1.9501, -2.2752, 3.7366)  -0.815
C (-1.9563, -1.1992, 2.9726)  -0.103
H (-2.1755, -1.3180, 1.7858)  0.297
H (-1.9249, -3.2019, 3.4171)  0.563
H (-1.5394, -2.9249, 6.0212)  0.275
H (-1.6274, -0.5303, 6.6280)  0.551
H (-1.4709, 1.5159, 5.1697)  0.241
H (-0.9870, 0.1652, 1.0855)  0.436
H (-0.2338, 0.3538, -1.0096)  -0.347
H (0.8463, 0.6608, -4.3846)  0.381
H (-0.0424, -0.1672, -3.2156)  1.124

Force components x, y, z for each atom (eV/Å):
-2.410 -2.542 -1.508
5.049 0.565 2.540
-5.231 2.653 -7.196
-4.262 5.052 -3.553
5.825 -9.180 3.192
-0.123 -1.107 0.432
0.316 -11.371 -1.698
2.586 6.681 5.410
-0.392 0.598 0.325
0.939 0.441 0.226
-1.493 4.822 -1.467
-0.386 3.388 1.049
1.879 -0.478 2.984
5.655 11.516 -3.598
0.927 -0.836 1.562
-2.685 -0.451 -1.523
4.308 -7.761 0.322
-2.592 -4.856 4.250
3.452 3.253 -7.297
-1.331 -4.251 -0.213
1.229 3.041 3.081
-0.805 0.917 -0.748
-0.529 2.286 -0.075
-1.756 1.784 3.942
-2.563 8.699 -0.404
-0.987 0.888 -2.449
2.743 -6.556 0.073
-0.055 9.626 -1.601
0.107 -0.157 6.005
-0.267 -5.407 -6.150
-0.120 3.166 -1.323
1.939 1.518 7.942
-1.821 -2.731 -6.484
0.475 0.175 3.115
-0.262 -4.440 -1.828
-0.613 1.803 -1.973
0.422 1.131 5.118
-0.546 -2.149 -2.038
2.829 -3.096 0.172
-2.031 3.868 -0.111
0.525 -1.300 0.170
-7.945 -9.200 1.325

Multiplicity: 1
ΔE to the lowest compared entry with this formula, charge and spin (kcal/mol): 172.9
E_LUMO (eV): -0.61
Kohn-Sham gap (hartree): 0.3059
Highest occupied orbital energy (eV): -8.93